146
Properties=species:S:1:pos:R:3:mulliken_charge:R:1 method="wB97M-V/def2-TZVPD" homo_ha=-0.0461 spin_multiplicity=1 relative_energy_ev=0.344 total_charge=-2 orbital_gap_ha=0.1792
Rb -0.30381 -0.14712 -0.36577 2.2829
C 2.30493 -1.87602 2.66015 -1.5130
Si 2.14164 -0.17741 1.71448 0.2908
C 2.04651 0.91565 3.31074 0.5344
C 2.10608 0.41414 4.60834 -0.4890
C 1.50279 1.05731 5.67370 -1.3094
C 0.77953 2.21726 5.45357 -1.1498
C 0.72699 2.76113 4.17907 -0.7070
C 1.37755 2.13793 3.12606 0.3269
P 1.43232 2.68899 1.39576 0.5352
C 0.84482 4.50274 1.44937 0.6811
C 1.43045 5.52156 2.42802 -0.6142
C 0.97544 6.93403 2.03988 -0.9394
C -0.47805 6.94867 1.54445 -0.7859
C -1.25655 5.76843 2.11704 -1.0336
C -0.69242 4.46345 1.55138 0.1209
C 3.30575 2.92673 1.28012 1.0179
C 3.74867 3.97805 0.26670 -1.0301
C 5.23049 3.77516 -0.07890 -0.2078
C 6.03455 3.29923 1.13751 -0.3054
C 5.39635 3.78900 2.43132 -1.2610
C 4.02181 3.14068 2.62115 -0.2395
C 3.96207 -0.24546 1.00109 0.7253
C 5.07298 -0.26568 1.83757 -0.0282
C 6.34239 -0.55451 1.37095 -0.9490
C 6.51751 -0.91059 0.04406 -0.9899
C 5.43577 -0.87591 -0.81455 -0.5435
C 4.17634 -0.49681 -0.36135 0.1733
P 2.79673 -0.30275 -1.55454 -0.0147
C 3.37743 1.28158 -2.46337 2.2470
C 2.12637 1.87107 -3.13918 -0.2897
C 2.45844 2.90662 -4.22189 -1.0334
C 3.72967 3.66855 -3.86481 -0.2083
C 4.93883 2.72960 -3.84616 -1.0466
C 4.55133 1.29658 -3.44089 -0.8227
C 3.06397 -1.79399 -2.69896 0.8478
C 1.66466 -2.18100 -3.20155 0.4204
C 1.74960 -3.29143 -4.24085 -1.0254
C 2.44869 -2.79873 -5.51962 -0.8969
C 3.37418 -1.62164 -5.20786 -0.5890
C 4.06270 -1.86003 -3.86975 -1.6273
H 3.20019 -2.00286 3.27038 0.4671
H 2.28873 -2.69966 1.95938 0.1259
H 1.44154 -2.00104 3.31029 0.2375
H 2.61726 -0.52019 4.78680 0.4059
H 1.56384 0.63593 6.67067 0.3343
H 0.24340 2.68720 6.26952 0.4157
H 0.12759 3.64813 4.03345 0.0554
H 1.10189 4.86703 0.44335 0.6490
H 2.51882 5.49072 2.41267 -0.0517
H 1.11964 5.30137 3.44694 0.2607
H 1.62645 7.31882 1.24970 0.2653
H 1.08641 7.59610 2.90479 0.4459
H -0.50085 6.87120 0.45550 0.3451
H -0.95484 7.89432 1.81603 0.4637
H -2.31550 5.84927 1.86168 0.5413
H -1.17904 5.78099 3.20749 0.3058
H -1.11812 4.28485 0.56154 0.4458
H -1.01438 3.62437 2.17326 -0.7742
H 3.62816 1.95933 0.88072 -1.5077
H 3.60540 4.98245 0.66667 0.7660
H 3.14131 3.89997 -0.63757 0.0741
H 5.64239 4.71616 -0.45898 0.5503
H 5.32786 3.02818 -0.86852 -0.4540
H 7.06682 3.65263 1.06223 0.6414
H 6.06040 2.20882 1.15573 -0.2286
H 5.30371 4.87803 2.39589 0.2803
H 6.03658 3.54042 3.28246 0.5479
H 3.42092 3.74816 3.30007 0.2077
H 4.14459 2.17002 3.09972 0.0952
H 4.92769 -0.04631 2.88663 0.3325
H 7.19295 -0.52677 2.04235 0.3336
H 7.49573 -1.20174 -0.32211 0.3922
H 5.58107 -1.17401 -1.84188 0.2815
H 3.65120 1.92458 -1.61983 -0.9712
H 1.50943 2.33410 -2.36475 -0.0151
H 1.53251 1.07009 -3.59059 -0.1517
H 1.62386 3.60498 -4.32875 0.4962
H 2.59783 2.41504 -5.18875 0.3436
H 3.60255 4.12087 -2.88120 -0.0733
H 3.90046 4.47797 -4.57999 0.5391
H 5.69284 3.12615 -3.16207 0.3101
H 5.39459 2.69703 -4.84108 0.5068
H 5.42405 0.82038 -2.99192 -0.0623
H 4.27742 0.75313 -4.34258 0.1523
H 3.37976 -2.54359 -1.96237 0.3245
H 1.16984 -1.31428 -3.64806 0.2228
H 1.06923 -2.52292 -2.35333 -0.7329
H 0.75003 -3.66231 -4.47667 0.4518
H 2.30805 -4.11897 -3.79954 0.3152
H 1.70921 -2.49304 -6.26453 0.3535
H 3.02890 -3.61838 -5.95685 0.3517
H 2.79838 -0.69729 -5.16364 0.0666
H 4.11916 -1.50887 -5.99928 0.4616
H 4.89058 -1.16918 -3.75042 0.7166
H 4.49941 -2.86508 -3.88811 0.5523
N -2.05844 -2.83406 1.48433 -0.3577
C -2.69617 -3.77866 0.72659 0.2367
C -4.08861 -3.87196 0.73738 -0.5545
C -4.74880 -4.83613 -0.00103 -0.5365
C -4.02281 -5.74115 -0.75030 -0.7632
C -2.63700 -5.67948 -0.74148 -0.7927
C -1.94353 -4.71547 -0.02239 0.5680
C -0.46775 -4.64906 -0.04941 0.1930
C 0.24138 -5.85034 -0.05000 -0.5128
C 1.62313 -5.85903 -0.05550 -1.3294
C 2.29597 -4.65199 -0.12802 -0.5409
C 1.57008 -3.47072 -0.15718 -0.0991
C 0.16832 -3.37854 -0.08750 0.4470
H -2.59540 -2.00388 1.69097 0.1214
H -1.08832 -2.67870 1.14620 -0.3297
H -4.64484 -3.14868 1.32232 0.4250
H -5.83236 -4.86451 -0.00706 0.3622
H -4.53039 -6.48482 -1.35169 0.3537
H -2.08436 -6.40155 -1.33059 0.4431
H -0.28693 -6.79805 -0.00211 0.4517
H 2.16745 -6.79783 -0.00274 0.3229
H 3.38597 -4.64688 -0.13610 0.4154
H 2.13992 -2.53875 -0.20934 0.4731
Br -2.98143 0.99094 6.54768 -0.2586
C -3.02583 1.20086 4.64789 -0.1244
C -1.97517 0.72175 3.88811 -0.4423
C -2.02830 0.88080 2.51362 1.3766
C -3.10464 1.52057 1.90839 0.1774
C -4.13773 2.00243 2.70447 -0.5846
C -4.11394 1.84033 4.07772 -0.6906
C -3.18143 1.70366 0.38163 -0.3058
O -3.77638 2.70022 -0.03044 -0.7994
O -2.63960 0.79804 -0.29481 -0.0843
H -1.12377 0.24235 4.34836 0.6210
H -1.20769 0.50861 1.91069 -0.8654
H -4.96586 2.51053 2.23160 0.4545
H -4.92124 2.20480 4.69732 0.3950
C -2.38468 -0.72514 -5.06856 -1.5379
Sb -2.39948 0.09036 -3.01639 0.9337
C -3.94359 1.50149 -3.56543 -1.2664
C -3.74563 -1.42566 -2.33243 -1.2829
H -3.36849 -0.69944 -5.52849 0.4120
H -2.03334 -1.75216 -5.04845 0.4055
H -1.70639 -0.14686 -5.69147 0.3640
H -4.79378 0.96443 -3.98145 0.3501
H -3.55618 2.19141 -4.31279 0.3387
H -4.25110 2.05607 -2.68731 0.3132
H -4.50674 -1.63569 -3.07926 0.5183
H -4.21513 -1.07562 -1.42274 0.3149
H -3.19683 -2.33505 -2.11450 0.3075